No. 1
{
  "formula": "C6H9BBeF12N2O11S4",
  "method": "the ωB97M-V functional and the def2-TZVPD basis",
  "orbital_gap_ha": 0.268,
  "total_energy_ha": -4001.82322,
  "lumo_energy_ev": 4.476,
  "charge": -2,
  "species": ["O", "C", "F", "H", "H", "N", "O", "C", "S", "O", "O", "F", "O", "H", "F", "C", "C", "F", "H", "H", "O", "H", "O", "F", "F", "F", "F", "S", "F", "F", "H", "N", "O", "O", "O", "C", "H", "H", "O", "Be", "C", "S", "S", "F", "F", "B"],
  "xyz": [[-1.387, 3.789, 0.706], [-1.928, -3.133, -1.523], [4.090, 2.106, 0.302], [-2.681, 1.281, -0.547], [2.341, -1.105, -0.843], [0.470, 2.074, 0.856], [1.995, 2.703, -1.264], [-1.612, 2.129, 2.853], [-0.448, 3.144, 1.603], [0.299, 3.970, 2.533], [-2.935, -1.077, -2.821], [-2.364, 2.915, 3.626], [-2.287, 0.470, -0.210], [-2.180, -3.360, 2.342], [-2.479, 1.379, 2.168], [-0.357, -2.461, 2.725], [1.638, 0.223, -3.807], [-2.558, -2.588, -0.489], [1.789, -2.233, 0.527], [-2.165, -3.021, 4.042], [-1.153, -2.412, -4.057], [-1.139, -4.303, 3.499], [-0.295, 1.629, -2.636], [-0.870, 1.249, 3.512], [3.989, 3.976, 1.279], [-2.674, -4.127, -2.019], [1.899, 0.807, -4.978], [-0.270, 0.374, -3.331], [2.360, 0.817, -2.881], [2.966, 2.263, 2.176], [-3.032, -0.102, -0.005], [-0.477, -0.933, -2.183], [-0.617, -1.554, 1.866], [1.296, 4.574, 0.017], [-0.949, 0.258, -4.595], [3.301, 2.847, 1.058], [1.995, -0.452, 0.999], [3.447, -1.495, 0.572], [0.779, -2.617, 3.194], [0.202, -0.101, -0.065], [-1.522, -3.323, 3.214], [-1.632, -1.724, -2.871], [1.670, 3.172, 0.061], [-0.820, -3.689, -1.034], [1.939, -1.057, -3.859], [2.365, -1.281, 0.290]],
  "forces_ev_per_a": [[0.19, -0.47, 0.66], [0.97, 0.72, -0.14], [-0.18, -0.55, 0.22], [0.32, 0.15, -0.07], [-0.28, 0.78, -2.15], [2.00, 0.78, -1.70], [-0.06, -0.83, 1.33], [0.65, -1.18, -2.15], [-2.50, 0.86, 1.75], [-0.21, -0.44, -0.32], [0.96, -0.41, -0.60], [0.92, 0.23, 0.31], [0.49, -0.03, -0.20], [-0.17, -0.52, 0.09], [-0.35, 0.35, -0.22], [1.76, 1.65, 0.51], [-1.39, -0.04, 1.00], [-0.51, 0.14, 0.02], [-1.17, -1.52, 0.31], [0.46, 0.76, 0.11], [-0.87, 0.37, 0.74], [-0.03, -0.10, -0.25], [-0.46, -0.49, 0.36], [0.14, 0.82, 0.92], [-0.55, 0.16, 0.33], [-0.21, 0.29, -0.31], [-0.33, -0.12, -0.09], [2.62, 0.66, 0.22], [0.06, -0.15, -0.12], [0.52, -0.19, 0.44], [0.24, -0.31, 0.09], [1.54, 3.60, -0.75], [-1.31, 0.67, -1.33], [0.46, -1.07, 1.38], [-0.04, -0.22, 0.71], [-0.76, 0.52, -0.83], [-1.22, 2.05, 1.05], [1.94, 0.19, 0.49], [-0.48, -0.83, 0.48], [0.94, -1.14, 1.49], [-0.33, -0.49, -0.84], [-2.42, -3.93, 0.73], [-0.58, -0.10, -2.10], [0.22, 0.19, -0.49], [0.33, -0.46, -0.37], [-1.32, -0.35, -0.68]]
}

No. 2
{
  "formula": "C6H9BF6N4O5S2V",
  "method": "the ωB97M-V functional and the def2-TZVPD basis",
  "multiplicity": 2,
  "orbital_gap_ha": [0.221, 0.241],
  "total_energy_ha": -3193.73595,
  "lumo_energy_ev": [-5.098, -4.569],
  "relative_energy_kcal_mol": 103.4,
  "species": ["O", "H", "H", "H", "C", "C", "H", "H", "F", "C", "C", "C", "H", "O", "N", "F", "H", "F", "S", "F", "N", "N", "O", "B", "C", "S", "F", "H", "O", "O", "N", "F", "H", "V"],
  "xyz": [[-1.445, 0.001, 0.674], [-0.369, 2.579, 3.154], [-3.278, -1.755, 3.217], [4.884, 1.594, -2.791], [-1.600, 4.166, 2.647], [-3.972, -1.022, 2.807], [-0.269, 3.090, 1.468], [3.810, 2.889, -2.252], [1.266, -2.676, -3.063], [4.256, 1.936, -1.969], [-0.954, 2.898, 2.291], [-3.462, 0.201, 3.490], [-3.764, -0.927, 1.744], [1.633, -3.052, 0.650], [5.811, 2.364, 0.076], [-0.795, -2.216, 0.844], [-5.027, -1.033, 3.056], [0.845, -4.792, -3.749], [0.253, 0.201, -1.718], [-0.885, -3.415, -3.252], [-3.061, 1.124, 4.041], [-2.038, 5.194, 2.898], [0.462, 1.487, -1.102], [0.412, -3.767, -2.942], [5.122, 2.185, -0.820], [-1.161, -1.065, -0.231], [0.481, -4.138, -1.555], [3.496, 1.196, -1.742], [-0.693, 0.090, -2.808], [-2.254, -1.711, -0.879], [0.430, -1.106, -0.904], [1.689, -0.012, -2.487], [-1.688, 2.132, 2.072], [1.865, -2.640, -0.865]],
  "forces_ev_per_a": [[0.99, 0.84, -1.50], [-0.04, -0.12, -0.03], [-0.82, -0.79, -0.05], [-0.14, -0.05, -0.06], [0.20, -0.28, -0.20], [1.32, 1.75, 0.73], [-0.13, -0.21, -0.15], [-0.24, -0.16, -0.09], [1.91, 1.27, 1.16], [0.48, 0.35, 0.00], [0.12, 0.47, 0.44], [-0.18, -0.05, -0.50], [-0.32, -0.02, -0.07], [1.46, 0.89, -3.67], [0.19, 0.04, 0.28], [0.39, 0.32, -0.58], [-0.01, -0.87, -0.12], [0.34, 0.15, 0.68], [2.59, 5.12, -6.27], [0.73, 0.10, 0.57], [0.00, -0.07, 0.00], [-0.17, 0.16, 0.08], [-0.51, -2.04, 0.22], [-2.86, -1.68, -3.04], [-0.22, -0.24, -0.13], [-2.44, -4.62, 4.89], [1.49, 0.85, 1.67], [-0.04, 0.16, -0.01], [0.61, -0.14, 2.17], [1.35, 0.98, -1.21], [-2.01, -1.17, 2.24], [-0.12, -0.22, 0.43], [0.04, 0.05, -0.16], [-3.96, -0.75, 2.29]]
}

No. 3
{
  "formula": "C6H9BFRb",
  "method": "the ωB97M-V functional and the def2-TZVPD basis",
  "orbital_gap_ha": 0.278,
  "total_energy_ha": -382.75488,
  "lumo_energy_ev": -0.747,
  "relative_energy_kcal_mol": 7.7,
  "species": ["C", "C", "C", "C", "H", "C", "H", "B", "H", "Rb", "C", "H", "H", "H", "H", "F", "H", "H"],
  "xyz": [[0.013, 0.475, 0.656], [0.919, -0.573, 0.617], [1.500, -0.060, 2.902], [-0.221, 1.242, 1.769], [2.028, -0.284, 3.818], [0.548, 0.959, 2.890], [1.097, -1.200, -0.246], [-1.238, -0.226, -3.943], [-0.863, 2.106, 1.673], [-2.568, -1.154, -1.201], [1.723, -0.789, 1.741], [-0.978, -1.334, -3.685], [-0.756, 0.461, -3.142], [0.428, 1.584, 3.767], [-2.399, -0.194, -3.943], [-0.784, 0.664, -0.433], [-0.759, 0.023, -4.974], [2.309, -1.700, 1.734]],
  "forces_ev_per_a": [[-0.20, -0.94, -0.51], [0.67, 0.37, 0.39], [-0.25, 0.24, -0.24], [0.72, 0.19, -0.12], [0.13, 0.04, -0.04], [0.21, 0.31, 0.32], [-0.35, 0.23, -0.25], [0.28, -0.19, -0.01], [-0.21, -0.12, 0.28], [0.17, 0.08, -0.86], [-1.24, -0.62, 0.05], [0.51, -1.75, 0.53], [0.42, 1.00, 1.28], [-0.06, -0.11, 0.05], [-1.83, 0.38, -0.01], [0.30, 0.34, 0.18], [0.25, 0.26, -1.15], [0.48, 0.31, 0.10]]
}

No. 4
{
  "formula": "C6H9BO3",
  "method": "the ωB97M-V functional and the def2-TZVPD basis",
  "orbital_gap_ha": 0.294,
  "total_energy_ha": -484.44912,
  "lumo_energy_ev": 0.159,
  "smiles": "C=CC=C=BO.C=C=O.O",
  "relative_energy_kcal_mol": 131.7,
  "species": ["C", "H", "C", "H", "H", "C", "C", "H", "B", "C", "O", "H", "O", "H", "H", "H", "H", "O", "C"],
  "xyz": [[1.049, -1.644, -0.124], [1.346, 0.480, -0.004], [-3.815, 1.147, -0.210], [-3.200, -0.641, -1.216], [-2.441, 0.792, -1.659], [-0.570, -0.003, 0.760], [2.202, -2.001, -0.641], [3.036, -1.224, -0.545], [-1.738, -0.216, 1.498], [0.585, -0.257, 0.106], [-2.779, -0.385, 2.262], [0.293, -2.349, 0.107], [2.406, 2.180, 1.285], [3.309, 2.341, 1.112], [2.324, -3.110, -1.025], [-3.365, 0.290, 2.646], [2.334, 1.226, 1.548], [-4.355, 1.746, 0.643], [-3.070, 0.403, -0.997]],
  "forces_ev_per_a": [[-1.40, 1.04, -0.27], [0.21, 0.88, -0.70], [0.06, -0.19, 1.07], [-0.66, -0.32, 0.60], [2.65, 2.23, -2.33], [0.27, -0.54, -0.05], [1.99, -1.17, -0.32], [-0.94, -1.41, -1.06], [1.60, 0.66, -1.32], [-0.79, -0.92, 2.39], [-1.14, -0.30, 0.77], [-0.74, -0.83, -0.24], [-1.70, -1.52, 0.66], [1.60, 0.18, -0.25], [0.33, 2.52, 1.13], [0.69, -0.03, -0.43], [0.18, 1.44, -0.28], [0.38, -0.54, -1.21], [-2.61, -1.20, 1.83]]
}

No. 5
{
  "formula": "C6H9Br",
  "method": "the ωB97M-V functional and the def2-TZVPD basis",
  "orbital_gap_ha": 0.356,
  "total_energy_ha": -2807.83164,
  "lumo_energy_ev": 0.395,
  "smiles": "BrC1CC1.C=C=C",
  "relative_energy_kcal_mol": 108.7,
  "species": ["C", "Br", "H", "H", "C", "H", "H", "H", "C", "H", "C", "H", "H", "C", "H", "C"],
  "xyz": [[-0.587, 0.656, 0.255], [-2.114, -0.664, -0.382], [0.275, 2.468, -0.613], [3.042, -1.868, -1.174], [0.288, -2.295, 0.537], [-0.649, 2.105, 1.762], [-1.260, 1.843, -1.366], [-0.494, -2.963, 0.258], [2.134, -1.362, -1.118], [-2.357, 2.123, 1.160], [1.342, -2.035, -0.252], [0.357, 0.220, 1.027], [1.888, -0.637, -1.816], [-1.273, 1.909, 0.897], [0.057, -1.460, 1.312], [-0.649, 1.960, -0.488]],
  "forces_ev_per_a": [[-0.91, -0.86, 2.86], [1.66, 1.26, 0.51], [0.57, 0.49, -0.26], [2.10, -0.02, -0.40], [1.96, 2.46, -0.13], [0.11, 0.88, -0.29], [-0.32, 0.51, -0.01], [-0.12, -0.63, 0.09], [-1.35, -3.59, 3.23], [1.40, -0.88, -0.95], [-1.86, 2.10, -0.69], [-3.00, 1.28, -3.19], [-0.88, 1.16, -0.98], [-0.22, -0.79, 0.06], [0.57, -2.41, -0.87], [0.29, -0.97, 1.02]]
}

No. 6
{
  "formula": "C6H9BrN2S",
  "method": "the ωB97M-V functional and the def2-TZVPD basis",
  "orbital_gap_ha": 0.350,
  "total_energy_ha": -3315.66822,
  "lumo_energy_ev": 0.217,
  "smiles": "CC(C)(C)c1snnc1Br",
  "relative_energy_kcal_mol": 0.0,
  "species": ["H", "N", "H", "C", "H", "H", "Br", "N", "C", "S", "C", "H", "C", "H", "C", "H", "H", "H", "C"],
  "xyz": [[2.625, 0.344, -0.002], [-3.119, 1.164, 0.041], [1.602, 1.325, 0.997], [1.680, 0.883, 0.051], [1.407, -1.523, -1.279], [-0.326, -1.540, -1.590], [-2.656, -1.589, -0.031], [-2.643, 2.354, 0.014], [0.484, -1.121, 1.229], [-0.977, 2.400, -0.002], [0.458, -0.083, -0.018], [0.137, -0.688, 2.248], [-0.797, 0.724, 0.054], [1.555, 1.605, -0.713], [0.573, -0.925, -1.324], [-0.158, -1.928, 0.938], [0.674, -0.180, -1.952], [1.654, -1.448, 1.291], [-2.171, 0.225, 0.048]],
  "forces_ev_per_a": [[-0.06, 0.06, -0.25], [0.18, 0.00, -0.07], [0.24, 1.03, 1.39], [-1.06, -2.07, 0.00], [2.03, -1.38, 0.08], [0.78, 0.62, 0.44], [-0.24, 0.22, 0.08], [-0.13, 0.72, 0.06], [2.57, 1.57, 0.25], [-0.31, -0.57, 0.14], [0.69, -1.50, 1.69], [0.70, -0.57, -1.81], [-3.05, -1.21, -0.57], [0.35, 0.85, -0.87], [-3.40, -1.32, 3.27], [0.01, -0.62, 0.25], [0.68, 3.15, -4.18], [-2.97, 0.46, 0.10], [2.97, 0.58, -0.01]]
}

No. 7
{
  "formula": "C6H9BrO6S",
  "method": "the ωB97M-V functional and the def2-TZVPD basis",
  "orbital_gap_ha": 0.393,
  "total_energy_ha": -3657.52162,
  "lumo_energy_ev": -0.038,
  "species": ["H", "C", "O", "O", "H", "H", "O", "C", "H", "H", "H", "O", "H", "Br", "H", "S", "H", "C", "O", "C", "C", "C", "O"],
  "xyz": [[-0.367, -2.184, -1.546], [-2.410, -1.359, -1.140], [-3.066, -1.359, -0.066], [0.843, -1.903, 3.715], [2.864, 0.861, 0.003], [1.877, -1.112, 0.888], [-0.498, -1.933, 1.399], [-0.790, -1.208, -1.126], [-1.050, 0.004, 0.677], [-0.529, -0.332, -1.812], [-0.499, 3.087, -0.867], [-1.155, -0.433, 3.458], [1.699, 0.435, -1.350], [-3.429, -1.566, -2.837], [1.108, 3.505, -1.719], [0.030, -1.066, 2.776], [0.254, 1.874, -2.024], [1.090, -0.283, 0.696], [1.226, 2.152, -0.077], [1.740, 0.819, -0.275], [-0.363, -0.879, 0.380], [0.512, 2.658, -1.233], [0.913, 0.222, 2.078]],
  "forces_ev_per_a": [[-0.46, 1.41, 0.56], [-1.66, 0.04, 4.82], [3.02, 0.04, -5.14], [-1.60, 2.00, -3.88], [-1.81, -0.14, -0.38], [-1.28, 0.98, -1.18], [1.38, 2.38, 0.72], [-0.96, -0.75, 0.23], [0.81, -1.48, -0.37], [-0.22, -1.24, 1.01], [1.68, -0.61, -0.56], [3.36, -1.69, -2.85], [-0.19, 0.60, 1.36], [1.06, 0.16, 0.85], [-0.77, -1.23, 0.63], [-2.09, 0.50, 5.46], [0.58, 0.86, 1.11], [1.00, -0.51, -0.49], [-0.42, -1.52, -1.71], [1.18, -0.32, 1.16], [-0.06, 2.27, -0.68], [-1.11, 1.00, -0.08], [-1.43, -2.75, -0.58]]
}

No. 8
{
  "formula": "C6H9BrS",
  "method": "the ωB97M-V functional and the def2-TZVPD basis",
  "orbital_gap_ha": [0.258, 0.258],
  "total_energy_ha": -3206.10114,
  "lumo_energy_ev": [-0.833, -0.831],
  "relative_energy_kcal_mol": 74.7,
  "species": ["H", "C", "H", "H", "S", "H", "H", "C", "C", "H", "C", "Br", "H", "C", "H", "H", "C"],
  "xyz": [[0.583, -0.865, 2.124], [-0.115, -0.898, 1.296], [-1.056, -0.382, 1.651], [0.222, -3.030, 1.061], [1.192, 2.215, 0.949], [-1.387, 0.818, -0.741], [-1.454, -2.603, 1.649], [-0.244, 0.513, -1.036], [0.413, -0.093, 0.094], [0.996, 3.670, -0.948], [0.831, 2.671, -0.692], [2.029, -0.740, -0.461], [-0.462, -0.256, -1.888], [0.223, 1.845, -1.513], [-0.114, 1.934, -2.493], [-1.014, -2.539, -0.009], [-0.645, -2.260, 0.957]],
  "forces_ev_per_a": [[0.24, -0.23, -0.15], [-2.76, 2.42, -0.79], [1.16, 0.18, -0.24], [-1.41, 1.09, 0.04], [-0.82, -1.93, -0.69], [2.22, -1.02, -0.18], [0.80, 0.47, -0.26], [-5.50, -0.13, -0.71], [1.21, 1.32, 2.61], [0.48, 1.41, -0.46], [-0.19, -0.75, 0.95], [1.92, -0.93, -0.44], [0.87, 1.26, 1.34], [0.39, -1.72, 0.35], [-0.12, 1.30, -1.64], [-0.25, 0.88, -0.91], [1.76, -3.63, 1.18]]
}